Entry from OMol25: 11 unconnected molecules or ions with the total composition C14H50O11 (wB97M-V/def2-TZVPD).

For the relative energy (zero: lowest compared OMol25 entry of this formula, charge and spin), the calculation gives 5.757 eV. The orbital gap comes out at 9.260 eV. As for the structure (SMILES): CCO.CCO.CCO.CO.CO.CO.CO.CO.CO.CO.CO.

```
! wB97M-V def2-TZVPD RIJCOSX def2/J DEFGRID3
* xyz 0 1
C -3.24 -2.57 -1.25
C -4.32 -2.06 -2.18
O -4.91 -0.86 -1.73
H -2.27 -2.02 -1.24
H -2.85 -3.58 -1.52
H -3.67 -2.80 -0.27
H -5.11 -2.80 -2.30
H -3.97 -1.85 -3.23
H -5.12 -0.93 -0.83
C 2.57 2.60 -1.54
C 1.77 3.77 -1.13
O 2.32 4.35 0.05
H 2.12 1.90 -2.28
H 2.83 2.02 -0.69
H 3.51 2.87 -1.97
H 0.80 3.25 -0.99
H 1.56 4.50 -1.93
H 2.40 3.77 0.84
C -1.63 -1.91 2.57
C -2.31 -0.63 2.95
O -2.18 0.33 1.89
H -0.58 -1.83 2.69
H -1.89 -2.22 1.58
H -2.00 -2.75 3.26
H -1.94 -0.39 3.89
H -3.39 -0.86 3.00
H -2.66 0.03 1.11
C 0.36 0.54 4.45
O -0.07 1.62 3.52
H 1.37 0.82 4.73
H 0.44 -0.46 4.02
H -0.28 0.46 5.33
H -0.73 1.28 2.94
C 0.90 -0.25 0.09
O 1.91 -1.00 -0.62
H 0.85 -0.35 1.19
H -0.11 -0.35 -0.33
H 1.02 0.84 -0.08
H 1.86 -0.64 -1.58
C 0.09 -1.84 -3.19
O 0.94 -0.70 -3.29
H -0.88 -1.36 -3.42
H 0.16 -2.41 -2.21
H 0.22 -2.56 -4.07
H 0.98 -0.30 -4.18
C -1.69 3.18 0.50
O -1.71 4.52 0.14
H -0.87 2.73 -0.02
H -2.62 2.67 0.29
H -1.47 3.10 1.54
H -1.17 5.10 0.73
C -2.32 1.03 -2.15
O -0.87 1.15 -2.37
H -2.88 1.81 -2.72
H -2.59 1.00 -1.12
H -2.55 -0.05 -2.46
H -0.51 0.28 -2.51
C 4.95 -0.99 -1.51
O 4.60 0.00 -0.56
H 5.73 -1.72 -1.15
H 5.23 -0.54 -2.48
H 4.05 -1.57 -1.67
H 3.63 -0.08 -0.36
C 3.41 1.30 2.38
O 2.46 2.30 2.07
H 3.70 1.57 3.43
H 4.23 1.34 1.66
H 3.10 0.26 2.36
H 1.75 2.40 2.71
C 0.23 -3.83 0.12
O -0.96 -4.40 -0.19
H 0.59 -4.14 1.12
H 0.18 -2.79 0.19
H 1.01 -3.96 -0.60
H -1.51 -4.30 0.58
*
```

***

Entry from OMol25: 12 unconnected molecules or ions with the total composition C14H52O12 (wB97M-V/def2-TZVPD).

For the relative energy (zero: lowest compared OMol25 entry of this formula, charge and spin), the calculation gives 4.024 eV. The orbital gap comes out at 10.115 eV. As for the structure (SMILES): CC(C)O.CO.CO.CO.CO.CO.CO.CO.CO.CO.CO.CO.

```
! wB97M-V def2-TZVPD RIJCOSX def2/J DEFGRID3
* xyz 0 1
C 0.66 -2.79 4.54
C 1.81 -3.31 3.71
C 3.12 -2.60 4.00
O 1.93 -4.69 4.07
H 0.59 -1.74 4.59
H 0.86 -3.17 5.51
H -0.32 -3.13 4.14
H 1.54 -3.22 2.68
H 3.39 -2.60 5.04
H 3.12 -1.52 3.77
H 3.96 -3.01 3.43
H 1.29 -5.28 3.67
C -2.46 5.07 -0.44
O -2.24 5.20 -1.84
H -3.03 4.14 -0.28
H -1.53 4.94 0.14
H -3.03 5.89 -0.02
H -2.39 6.14 -2.07
C 1.52 -4.97 -0.10
O 0.79 -3.83 0.20
H 2.28 -4.79 -0.88
H 2.10 -5.30 0.74
H 0.88 -5.84 -0.47
H -0.18 -3.96 -0.04
C -4.94 2.91 -3.36
O -4.42 4.05 -3.99
H -5.96 2.74 -3.75
H -4.36 2.06 -3.67
H -5.08 3.09 -2.29
H -3.67 4.38 -3.50
C 3.33 0.81 -3.42
O 2.00 0.64 -2.93
H 4.08 1.29 -2.76
H 3.68 -0.15 -3.81
H 3.11 1.38 -4.31
H 1.97 -0.03 -2.26
C -1.54 0.60 -1.40
O -0.99 1.48 -0.40
H -1.97 1.12 -2.21
H -0.80 -0.08 -1.79
H -2.31 0.03 -0.87
H -0.61 2.27 -0.87
C -3.45 -1.39 2.31
O -2.78 -1.43 1.07
H -3.99 -0.46 2.36
H -4.19 -2.17 2.34
H -2.77 -1.50 3.14
H -1.95 -0.94 1.25
C 2.96 2.60 -0.44
O 4.28 2.17 -0.14
H 2.94 3.66 -0.72
H 2.46 1.98 -1.22
H 2.40 2.44 0.51
H 4.90 2.53 -0.75
C -2.96 -3.95 -0.94
O -1.95 -3.60 -0.04
H -3.10 -5.04 -1.04
H -3.93 -3.49 -0.62
H -2.76 -3.63 -1.95
H -2.19 -2.78 0.44
C 0.66 0.67 2.79
O -0.57 0.58 2.09
H 1.06 -0.29 3.06
H 1.42 1.19 2.19
H 0.45 1.24 3.72
H -0.39 0.91 1.17
C 0.82 3.69 -3.05
O -0.41 3.36 -2.45
H 1.63 2.96 -2.88
H 0.63 3.83 -4.11
H 1.14 4.68 -2.65
H -0.95 4.17 -2.33
C 2.50 -0.75 0.24
O 2.52 -1.67 -0.84
H 3.36 -0.14 0.09
H 1.66 -0.05 0.24
H 2.47 -1.24 1.22
H 1.88 -2.38 -0.58
*
```

***

Entry from OMol25: 14 unconnected molecules or ions with the total composition C14H56N14O14 (wB97M-V/def2-TZVPD).

For the relative energy (zero: lowest compared OMol25 entry of this formula, charge and spin), the calculation gives 10.233 eV. The orbital gap comes out at 7.423 eV.

```
! wB97M-V def2-TZVPD RIJCOSX def2/J DEFGRID3
* xyz 0 1
C -5.46 -1.58 18.50
O -6.10 -0.98 19.59
N -6.10 -2.04 17.49
N -4.32 -2.18 18.57
H -7.12 -2.01 17.45
H -5.64 -2.01 16.62
H -3.69 -1.94 19.32
H -3.73 -2.42 17.71
C -1.50 -4.49 20.59
O -2.36 -3.38 20.68
N -0.34 -4.48 20.02
N -1.74 -5.58 21.25
H -0.14 -3.57 19.55
H 0.46 -4.95 20.50
H -2.51 -5.60 21.86
H -1.05 -6.37 21.17
C -5.10 -5.50 17.37
O -5.27 -6.87 17.15
N -4.42 -5.00 18.38
N -5.71 -4.56 16.74
H -3.98 -5.75 19.02
H -4.36 -3.99 18.62
H -6.59 -4.82 16.27
H -5.88 -3.64 17.12
C -4.40 -7.62 20.41
O -4.51 -7.58 21.75
N -3.39 -7.06 19.83
N -5.22 -8.21 19.61
H -2.66 -6.49 20.39
H -3.07 -7.25 18.91
H -6.04 -8.73 19.97
H -4.89 -8.22 18.64
C -2.53 -8.60 16.96
O -3.72 -9.02 16.41
N -1.72 -9.49 17.46
N -2.21 -7.42 17.18
H -1.89 -10.52 17.48
H -0.87 -9.16 18.00
H -2.89 -6.69 16.96
H -1.36 -7.06 17.63
C -5.02 -2.48 14.16
O -5.20 -1.39 15.03
N -4.88 -2.10 12.86
N -4.93 -3.71 14.48
H -4.95 -1.08 12.62
H -4.66 -2.68 11.97
H -5.25 -4.01 15.42
H -4.60 -4.43 13.80
C -8.40 -2.86 15.74
O -8.10 -4.19 15.51
N -8.35 -2.01 14.88
N -8.85 -2.44 16.87
H -8.19 -2.35 13.86
H -8.86 -1.09 14.90
H -8.80 -3.21 17.53
H -9.37 -1.54 17.04
C -6.21 -10.50 15.18
O -6.52 -9.44 16.02
H -6.98 -11.17 15.10
H -5.39 -11.10 15.56
H -5.82 -10.07 14.27
H -5.74 -8.97 16.32
C -9.64 -4.83 19.17
O -8.34 -4.39 18.59
H -9.62 -4.99 20.23
H -10.04 -5.75 18.71
H -10.18 -3.90 19.06
H -7.64 -4.83 19.12
C -6.31 -7.07 13.82
O -5.87 -6.72 12.55
H -6.36 -6.12 14.38
H -5.61 -7.81 14.34
H -7.28 -7.58 13.70
H -4.96 -6.35 12.64
C -2.95 -6.23 14.44
O -3.30 -5.71 13.27
H -3.36 -7.19 14.56
H -3.16 -5.59 15.31
H -1.88 -6.33 14.54
H -2.93 -6.20 12.58
C -1.87 -3.42 16.74
O -2.61 -2.40 16.17
H -2.07 -4.37 16.19
H -2.02 -3.59 17.80
H -0.81 -3.40 16.53
H -2.57 -2.50 15.24
C -5.26 -4.29 21.26
O -6.34 -4.87 20.56
H -5.32 -3.20 21.08
H -4.27 -4.62 21.08
H -5.35 -4.59 22.31
H -6.01 -5.25 19.76
C -8.43 -7.08 16.73
O -8.55 -8.31 17.34
H -7.69 -6.55 17.38
H -9.22 -6.33 16.58
H -7.93 -7.08 15.81
H -7.94 -8.91 16.91
*
```

***

Entry from OMol25: 14 unconnected molecules or ions with the total composition C14H56N28O14 (wB97M-V/def2-TZVPD).

For the relative energy (zero: lowest compared OMol25 entry of this formula, charge and spin), the calculation gives 8.361 eV. The orbital gap comes out at 7.870 eV.

```
! wB97M-V def2-TZVPD RIJCOSX def2/J DEFGRID3
* xyz 0 1
C 15.16 10.43 14.60
O 15.23 11.34 15.44
N 14.27 9.49 14.56
N 16.02 10.43 13.57
H 13.66 9.48 15.36
H 14.15 8.85 13.78
H 16.93 10.76 13.83
H 15.88 9.70 12.88
C 14.47 12.05 8.06
O 14.17 11.27 8.94
N 14.86 13.28 8.23
N 14.02 11.87 6.83
H 15.04 13.80 7.38
H 15.12 13.61 9.15
H 13.74 12.73 6.38
H 13.66 10.95 6.60
C 16.97 13.60 10.83
O 15.79 13.85 10.93
N 17.90 14.51 11.14
N 17.42 12.52 10.18
H 17.78 15.44 11.51
H 18.80 14.09 11.00
H 18.35 12.25 10.46
H 16.67 11.85 10.08
C 7.69 14.53 12.94
O 7.46 14.19 14.06
N 6.99 15.50 12.29
N 8.53 13.94 12.15
H 7.18 15.78 11.34
H 6.32 15.97 12.88
H 8.92 14.42 11.35
H 9.13 13.31 12.66
C 11.82 15.81 10.14
O 11.77 17.00 9.90
N 12.74 15.05 9.62
N 11.21 15.12 11.05
H 12.63 14.10 9.93
H 13.32 15.58 8.99
H 10.97 15.56 11.93
H 11.12 14.12 10.90
C 14.29 14.90 16.79
O 13.64 14.37 15.94
N 14.98 15.95 16.73
N 14.43 14.37 18.00
H 15.38 16.22 17.61
H 15.07 16.54 15.91
H 14.15 13.40 18.07
H 15.32 14.72 18.33
C 15.04 7.84 10.84
O 14.06 7.86 11.62
N 15.49 8.83 10.14
N 15.91 6.83 10.79
H 14.93 9.67 10.17
H 16.05 8.64 9.33
H 15.71 6.18 11.53
H 16.81 6.90 10.33
C 17.97 13.70 14.88
O 18.95 14.06 14.32
N 16.72 13.88 14.42
N 17.95 12.91 15.90
H 15.95 13.50 14.95
H 16.62 14.19 13.46
H 17.07 12.61 16.30
H 18.82 12.81 16.39
C 9.35 12.03 16.46
O 9.10 10.90 16.25
N 9.15 12.74 17.57
N 10.12 12.73 15.66
H 9.61 13.63 17.73
H 8.68 12.28 18.34
H 10.38 12.36 14.75
H 10.11 13.74 15.67
C 13.12 11.09 18.10
O 12.39 10.55 18.85
N 14.40 11.18 18.27
N 12.80 11.34 16.85
H 14.98 11.44 17.49
H 14.82 10.87 19.14
H 13.51 11.59 16.18
H 11.83 11.17 16.63
C 11.22 8.77 14.40
O 11.44 8.50 15.61
N 11.71 8.01 13.46
N 10.40 9.67 14.02
H 11.54 8.20 12.48
H 12.45 7.40 13.76
H 10.34 10.05 13.09
H 9.90 10.06 14.81
C 10.62 11.66 9.67
O 9.61 11.41 10.30
N 10.72 12.85 9.10
N 11.60 10.82 9.38
H 9.94 13.50 9.17
H 11.33 12.89 8.31
H 11.39 9.83 9.45
H 12.46 11.18 9.01
C 12.54 16.68 13.56
O 11.37 16.38 13.50
N 13.59 15.91 13.43
N 12.92 17.88 13.70
H 13.33 14.98 13.74
H 14.55 16.13 13.20
H 12.25 18.53 14.10
H 13.91 18.09 13.67
C 12.39 12.33 12.91
O 11.22 12.47 13.02
N 13.19 12.89 13.78
N 13.04 11.63 12.00
H 12.76 13.04 14.68
H 14.19 12.78 13.69
H 12.48 11.15 11.31
H 14.04 11.74 11.97
*
```

***

Entry from OMol25: 18 unconnected molecules or ions with the total composition C14H59N4O20 (wB97M-V/def2-TZVPD).

The orbital gap comes out at 7.503 eV.

```
! wB97M-V def2-TZVPD RIJCOSX def2/J DEFGRID3
* xyz 1 1
C -0.49 -2.43 -1.29
C 0.64 -1.47 -0.81
C 1.50 -2.05 0.42
N 1.38 -1.22 1.64
C 1.78 0.01 1.75
N 1.62 0.61 3.06
C 0.28 1.20 3.27
N -0.05 2.30 2.35
N 2.36 0.68 0.64
O 1.44 1.47 -0.04
C 3.49 1.57 1.03
C 4.88 1.21 0.35
O 5.80 0.87 1.43
O 1.52 -0.97 -1.81
C 1.98 -1.95 -2.76
C 1.31 -1.65 -4.15
C 0.04 -2.22 -4.57
C -0.52 -1.84 -5.85
C 0.20 -0.86 -6.70
C 1.48 -0.32 -6.29
C 2.04 -0.70 -5.01
H -1.10 -2.68 -0.38
H -1.19 -2.00 -2.04
H -0.11 -3.42 -1.66
H 0.11 -0.56 -0.39
H 2.55 -2.12 0.05
H 1.11 -3.08 0.61
H 0.96 -1.68 2.46
H 1.85 -0.08 3.78
H 0.30 1.65 4.31
H -0.56 0.45 3.30
H -0.85 2.80 2.73
H 0.72 2.98 2.29
H 1.70 1.48 -0.98
H 3.67 1.66 2.13
H 3.24 2.61 0.68
H 5.29 2.15 -0.11
H 4.79 0.38 -0.39
H 5.81 1.58 2.10
H 3.08 -1.76 -2.91
H 1.90 -3.02 -2.43
H -0.54 -2.95 -3.94
H -1.51 -2.28 -6.12
H -0.26 -0.55 -7.66
H 2.05 0.42 -6.90
H 3.02 -0.29 -4.66
O 5.81 3.70 1.98
H 6.46 3.53 2.68
H 6.32 4.14 1.29
O -0.65 -2.86 3.48
H -0.65 -3.30 4.35
H -1.57 -2.64 3.33
O 4.97 5.91 4.07
H 4.01 5.93 4.01
H 5.22 5.16 3.52
O -3.19 -1.25 -0.09
H -4.02 -1.26 -0.58
H -2.76 -0.44 -0.38
O -2.69 -1.38 -8.80
H -2.07 -1.49 -8.07
H -2.17 -0.96 -9.49
O -2.59 -4.97 -0.01
H -3.18 -4.42 -0.53
H -2.07 -4.33 0.50
O 0.84 4.18 4.75
H -0.13 4.18 4.71
H 1.08 3.41 4.22
O -5.15 0.88 -0.66
H -5.74 1.43 -1.19
H -4.62 1.52 -0.16
O 7.07 1.32 4.01
H 7.98 1.25 4.33
H 6.71 0.43 4.13
O -2.76 0.69 1.73
H -2.07 1.36 1.72
H -2.29 -0.13 1.54
O -7.83 0.68 -1.36
H -8.41 0.44 -0.63
H -7.15 0.00 -1.35
O -1.98 -4.87 -3.74
H -2.94 -4.90 -3.83
H -1.67 -5.64 -4.24
O 4.33 1.25 -2.88
H 4.63 1.49 -3.76
H 3.45 0.89 -3.02
O -5.74 1.13 2.71
H -5.14 0.79 2.03
H -5.21 1.14 3.51
O -1.88 2.55 4.97
H -2.84 2.47 4.84
H -1.76 2.39 5.92
O -1.34 -2.98 6.40
H -1.93 -2.41 5.90
H -0.81 -2.37 6.92
O -10.58 1.39 -3.10
H -9.94 1.27 -2.40
H -10.08 1.80 -3.81
*
```

***

Number 1: molecular weight 394.54 g/mol, highest occupied orbital energy -9.08 eV, energy -1390.77734 a.u.. Number 2: molecular weight 412.56 g/mol, highest occupied orbital energy -9.88 eV, energy -1467.27985 a.u.. Number 3: molecular weight 644.69 g/mol, highest occupied orbital energy -8.22 eV, energy -2386.72146 a.u.. Number 4: molecular weight 840.78 g/mol, highest occupied orbital energy -8.41 eV, energy -3153.97929 a.u.. Number 5: molecular weight 603.63 g/mol, highest occupied orbital energy -11.35 eV, energy -2292.24899 a.u..